No. 1
Below is a molecular structure, C13H18N3O4STc, with properties calculated with wB97M-V/def2-TZVPD.

HOMO-LUMO gap (alpha / beta) (eV): 7.1 / 7.2
Total charge: +3
Lowest unoccupied orbital energy (alpha / beta) (hartree): -0.4952 / -0.4859
Highest occupied orbital energy (alpha / beta) (Eh): -0.7550 / -0.7513
2S+1: 2

Each line ends with the Löwdin spin population.
Geometry (Å):
1 Tc -0.1125 -0.0862 0.1101  0.90
2 C 2.6749 -0.7837 1.2784  0.00
3 C 2.8562 -0.4864 -0.1956  0.00
4 N 1.6445 -0.8568 -0.9825  -0.02
5 C 1.5214 -2.2783 -1.4255  -0.01
6 C 1.1197 -3.2330 -0.3157  0.00
7 S -0.2561 -2.5061 0.6481  -0.01
8 C 0.3814 -2.5212 2.3612  0.01
9 C 0.7444 -1.1160 2.8339  0.01
10 N 1.3416 -0.2849 1.7431  0.01
11 H 3.4778 -0.2946 1.8311  0.00
12 H 2.7493 -1.8478 1.4836  0.00
13 H 3.7420 -1.0060 -0.5682  0.00
14 H 3.0227 0.5829 -0.3410  0.00
15 H 1.7239 -0.3406 -1.8601  0.00
16 H 2.4638 -2.6085 -1.8704  0.00
17 H 0.7658 -2.2983 -2.2117  0.00
18 H 1.9312 -3.4861 0.3628  0.00
19 H 0.7611 -4.1634 -0.7564  0.00
20 H 1.2136 -3.2210 2.4032  0.00
21 H -0.4094 -2.9264 2.9918  0.00
22 H 1.4413 -1.1949 3.6730  0.00
23 H -0.1447 -0.6003 3.1902  0.00
24 H 1.4937 0.6413 2.1452  0.01
25 O -1.5455 3.0294 2.5470  0.00
26 C -1.1182 2.2640 1.6218  0.00
27 O -1.0751 1.0069 1.6969  -0.02
28 C -0.7424 2.8845 0.3364  0.01
29 C -0.9970 4.1752 -0.0807  0.00
30 C -0.9279 4.4509 -1.4520  0.02
31 C -0.7449 3.4118 -2.3606  0.00
32 C -0.5082 2.1474 -1.8431  0.02
33 N -0.3923 1.9258 -0.5419  0.00
34 C -0.6643 0.8141 -2.6006  0.01
35 O -0.7140 0.7431 -3.7799  0.01
36 O -0.8089 -0.1739 -1.7058  0.06
37 H -1.9116 2.5993 3.3435  0.00
38 H -1.2805 4.9350 0.6368  0.00
39 H -1.1159 5.4544 -1.8136  0.00
40 H -0.8287 3.5632 -3.4296  0.00



No. 2
Below is a molecular structure, C26H44BrN3P2PdS, with properties calculated with wB97M-V/def2-TZVPD.

HOMO-LUMO gap (alpha / beta) (eV): 6.1 / 4.5
Total charge: +2
Lowest unoccupied orbital energy (alpha / beta) (hartree): -0.2581 / -0.3188
Highest occupied orbital energy (alpha / beta) (Eh): -0.4838 / -0.4835
2S+1: 3

Each line ends with the Löwdin spin population.
Geometry (Å):
1 N -6.1063 4.5004 -4.2236  0.07
2 C -5.9231 4.9298 -2.9655  -0.01
3 C -5.1058 4.2352 -2.0386  0.06
4 C -4.4364 3.0222 -2.4121  0.02
5 C -4.6517 2.6233 -3.7646  0.06
6 C -5.4952 3.3770 -4.6062  -0.01
7 C -3.5381 2.3449 -1.4399  0.22
8 Pd -1.2964 0.3391 0.2491  0.58
9 P 2.5444 -0.6119 0.4281  0.01
10 C -2.5371 1.4109 -1.6412  0.09
11 C -1.1402 1.7371 -1.1927  0.06
12 C 0.0098 1.6832 -2.0501  0.07
13 C 1.1375 2.5123 -1.9689  0.00
14 C 1.2845 3.3871 -0.8630  0.10
15 C 0.2399 3.4188 0.0810  0.00
16 C -0.9587 2.6911 -0.0722  0.08
17 Br 2.8524 4.2909 -0.5784  0.05
18 H -3.6575 2.7480 -0.4226  0.01
19 H -2.7285 0.5757 -2.3263  0.00
20 H -4.9948 4.6664 -1.0372  0.00
21 H -4.1870 1.7413 -4.1806  0.00
22 H -6.4323 5.8620 -2.6773  0.00
23 H -5.6819 3.0891 -5.6460  0.00
24 H -0.0853 1.0344 -2.9098  0.00
25 H -1.8332 2.9807 0.5168  0.00
26 H 1.9541 2.4429 -2.6940  0.00
27 H 0.3438 4.0764 0.9606  0.00
28 P -0.9223 -1.8739 0.3631  0.20
29 C 3.4264 0.9210 0.9228  0.00
30 C 4.8356 1.3158 0.4818  0.00
31 H 3.4360 0.8135 2.0001  0.00
32 H 2.7585 1.7835 0.7066  0.00
33 H 4.9768 2.3738 0.7543  0.00
34 H 5.6229 0.7578 1.0130  0.00
35 H 5.0411 1.2200 -0.5902  0.00
36 C 3.5484 -1.0599 -1.1431  0.00
37 C 4.8808 -1.8114 -1.2089  0.00
38 H 3.7379 -0.0345 -1.4568  0.00
39 H 2.8402 -1.4790 -1.9027  0.00
40 H 5.0428 -2.0807 -2.2653  0.00
41 H 5.7140 -1.1595 -0.9101  0.00
42 H 4.9436 -2.7352 -0.6202  0.00
43 C 3.3527 -1.9019 1.6471  0.00
44 C 4.5605 -1.5370 2.4783  0.00
45 H 3.6503 -2.5503 0.8100  0.00
46 H 2.5922 -2.4732 2.2316  0.00
47 H 4.5476 -2.1805 3.3667  0.00
48 H 5.4802 -1.7617 1.9186  0.00
49 H 4.6018 -0.4889 2.7811  0.00
50 C -0.4805 -3.0328 1.7280  0.02
51 C -1.3519 -4.2923 1.8664  0.01
52 H -0.4942 -2.4730 2.6766  0.00
53 H 0.5743 -3.3195 1.5739  0.00
54 H -2.3466 -4.0587 2.2760  0.00
55 H -1.4845 -4.8005 0.9028  0.00
56 H -0.8623 -5.0008 2.5529  0.00
57 C 0.3130 -2.1732 -0.9616  0.04
58 C -0.1839 -2.3118 -2.3873  0.00
59 H 0.9351 -3.0221 -0.6253  0.01
60 H 0.9521 -1.2529 -0.9438  0.01
61 H -1.0519 -2.9781 -2.4526  0.00
62 H -0.4315 -1.3122 -2.7822  0.00
63 H 0.6481 -2.7198 -2.9800  0.00
64 C -2.6128 -2.2846 -0.1677  0.04
65 C -3.6345 -1.8622 0.8954  0.01
66 H -2.6462 -3.3519 -0.4110  0.01
67 H -2.7479 -1.6739 -1.0736  0.00
68 H -4.5243 -1.4757 0.3843  0.00
69 H -3.9523 -2.7002 1.5274  0.00
70 H -3.2646 -1.0575 1.5529  0.00
71 N 1.0983 0.3026 4.3989  0.02
72 C -0.1520 -0.0645 3.9801  0.03
73 N -0.5477 -1.2606 4.4846  0.02
74 S -1.0789 0.8586 2.8993  0.10
75 H 1.3354 0.0364 5.3554  0.00
76 H 1.4264 1.2163 4.1022  0.00
77 H -1.4906 -1.5666 4.3262  0.00
78 H -0.1886 -1.5348 5.3991  0.00



| no. | strongest force on any atom (eV/Å) | E (Ha) |
| --- | --- | --- |
| 1 | 2.65 | -1449.3606 |
| 2 | 2.76 | -4963.4867 |